Entry 1:
# C3H6N2O2

One molecule with the formula C3H6N2O2 in a non-equilibrium geometry (ωB97M-V/def2-TZVPD, the Open Molecules 2025 dataset).

```
13
Properties=species:S:1:pos:R:3:forces:R:3
C -0.2001 1.5797 0.0288 2.64 2.56 -1.75
N 1.0861 0.7092 0.0864 -5.40 -0.25 0.66
C 1.0686 -0.6224 -0.0686 3.81 0.05 -1.48
O 2.0084 -1.2958 -0.6048 -2.99 1.81 1.75
N 0.0444 -1.1596 0.6515 -2.63 -3.94 -1.15
C -1.3094 -1.2946 -0.0030 2.77 2.34 0.85
O -1.8361 -0.4558 -0.6587 -0.08 -0.34 -0.25
H -0.8357 1.7834 -0.9188 1.25 -1.73 1.17
H -0.8221 1.3836 0.8668 -0.31 0.07 0.67
H 0.3195 2.6033 0.0175 -1.03 -1.11 1.06
H 1.7794 1.0882 -0.3860 4.00 2.41 -2.76
H 0.4206 -2.1265 0.6847 -0.89 0.18 0.69
H -1.7235 -2.1928 0.3042 -1.14 -2.04 0.54
```
Forces are in eV/Å.

As for the SMILES: CNC(=O)NC=O. Its net charge is 0. The relative energy (zero: lowest compared OMol25 entry of this formula, charge and spin) is 60.35 kcal/mol. Its HOMO energy is -10.0 eV. The molecular weight comes out at 102.09 Da.

***

Entry 2:
# C23H18AlBr3CaCl4F9KO17P2

C23H18AlBr3CaCl4F9KO17P2 as an isolated structure in a non-equilibrium geometry (ωB97M-V/def2-TZVPD, the Open Molecules 2025 dataset).

```
79
Properties=species:S:1:pos:R:3:forces:R:3
O -4.5921 2.0264 -1.9897 0.50 -3.51 0.32
C -4.6435 0.9464 -2.7358 -0.41 -1.54 -0.75
C -5.9221 0.5231 -3.6077 0.66 1.73 2.25
C -5.8987 -0.4297 -4.5592 1.29 -0.35 0.29
C -4.5739 -1.1579 -4.9098 -1.58 1.66 1.53
O -4.5324 -1.7346 -5.9511 1.01 -0.81 -0.64
C -3.4106 -1.0421 -3.9119 1.09 0.26 0.94
C -3.4467 -0.0132 -2.8388 0.25 0.72 0.51
C -2.3769 0.1766 -1.8601 -0.29 -2.00 -2.18
C -1.2202 -0.6845 -1.9584 -1.54 -0.37 -0.39
C -1.1890 -1.6856 -3.0092 -1.29 0.41 0.37
C -2.2531 -1.8988 -4.0131 -0.36 0.52 2.51
P -1.9830 -3.2090 -5.3199 -0.07 0.39 -2.74
O -0.8026 -4.2489 -4.5752 -1.28 0.71 2.02
O -3.3137 -4.1833 -5.5177 1.50 0.67 1.77
H -6.9028 1.0751 -3.3743 1.37 -1.02 -0.46
H -6.8143 -0.6821 -5.1385 0.72 0.32 0.40
H -2.4469 0.9689 -1.0893 0.38 -0.70 -0.78
H -0.3847 -0.5254 -1.2362 -0.91 -0.66 -0.52
H -0.2809 -2.3465 -3.0782 -0.64 2.79 -1.81
H -1.3009 -4.6577 -3.8335 -0.09 -0.83 -0.87
H -3.7064 -4.4777 -4.6770 -0.32 -0.01 -0.36
K -5.5664 3.2357 -3.6266 -1.54 2.45 -2.14
C 3.9081 -2.8488 0.8150 -0.22 -0.31 -0.09
C 4.2717 -2.0835 2.0814 0.26 0.06 -0.20
O 3.6571 -0.8141 2.1792 -0.24 0.13 -0.98
C 2.2923 -0.7268 2.6593 1.08 -0.67 1.81
O 2.1234 -1.3590 3.7814 -0.84 0.02 -0.45
C 1.2363 -1.1387 1.5736 0.81 0.52 -0.35
F 1.6028 -0.7204 0.3320 -0.35 -0.58 -0.17
F 0.0324 -0.5625 1.8003 -0.32 -0.50 0.11
F 1.0105 -2.4635 1.4691 -0.53 -0.39 -0.25
H 3.8532 -2.1802 -0.0473 0.16 0.06 0.05
H 4.6507 -3.6263 0.6165 0.05 0.07 0.01
H 2.9442 -3.3504 0.9167 0.03 -0.06 0.00
H 5.3422 -1.8749 2.0354 -0.23 0.06 -0.08
H 4.1218 -2.6937 2.9769 -0.27 0.10 0.01
H 2.1577 0.3726 2.6842 0.19 -0.47 0.29
Ca -0.2642 -3.7302 -1.9125 0.73 -0.97 1.77
F 3.3314 1.1557 -2.8982 0.59 0.30 0.75
P 1.7512 1.5569 -2.7965 2.22 1.62 -0.50
F 0.6819 2.3623 -3.7444 -1.31 -0.87 -0.29
F 0.4234 0.7238 -2.2405 -0.53 -0.05 -0.84
F 2.2648 3.1066 -2.7112 0.84 0.15 0.58
F 1.9753 1.5251 -1.1762 0.39 0.26 0.03
F 1.7813 0.4393 -4.0005 -1.42 -0.65 -0.48
O -10.6677 0.9915 -5.9652 0.31 -0.18 0.08
Cl -9.6282 1.4383 -5.0832 -1.22 0.65 -0.20
O -9.9700 1.1081 -3.7155 0.47 -0.16 0.09
O -9.4690 2.8696 -5.2059 0.43 -0.37 0.14
O -8.3711 0.7804 -5.4361 0.49 -0.08 0.18
C -0.3048 2.5815 1.4942 0.66 0.00 0.31
Cl -0.7360 3.1132 -0.1489 -0.60 -0.05 -0.24
Cl 1.2991 1.8910 1.4731 -0.49 1.44 -0.01
Cl -0.4156 3.9404 2.6190 -0.15 -0.09 -0.07
H -1.0010 1.8135 1.8192 0.01 0.05 -0.08
C 8.3030 -2.4182 3.5067 0.04 0.12 0.13
Br 9.7443 -1.5523 2.5536 -0.22 -0.12 0.08
Br 6.9138 -1.1682 3.9974 0.34 -0.06 0.12
Br 7.5963 -3.9290 2.5247 0.07 0.17 0.07
H 8.7209 -2.8070 4.4280 -0.04 0.01 -0.12
C 6.2346 -0.8104 10.0913 -1.11 0.50 0.34
C 7.4440 -1.3202 9.5749 1.55 -0.18 -0.99
C 8.1262 -0.3964 8.5864 -0.15 0.85 -0.31
O 9.2034 -0.6134 8.0849 0.18 -0.46 0.11
C 7.4327 0.8398 8.2077 1.05 -0.56 -0.50
C 6.2174 1.3443 8.7135 -1.70 0.12 1.04
C 5.5862 0.4702 9.7832 0.30 -0.71 0.36
O 4.5841 0.7626 10.3892 -0.19 0.38 -0.14
O 5.6569 2.3716 8.3883 0.51 -0.03 -0.30
O 7.9673 -2.3844 9.8435 -0.49 0.06 0.30
H 5.6838 -1.4029 10.8153 0.09 -0.08 0.02
H 7.9574 1.4066 7.4446 -0.07 0.09 0.00
Al -4.0632 2.2906 0.3040 -0.01 0.13 -0.59
C -9.2288 6.6295 -6.1263 -0.56 0.35 -0.42
O -8.6521 5.7208 -5.4703 0.99 0.41 0.29
O -10.4883 6.2662 -6.5216 0.51 -0.52 0.48
O -8.8227 7.7504 -6.4425 0.39 -0.25 0.29
H -10.4406 5.3778 -6.1095 -0.95 -0.09 -0.44
```
Forces are in eV/Å.

Its net charge is 0. Its HOMO energy is -7.1 eV. The molecular weight comes out at 1286.99 Da.

***

Entry 3:
# C28H28Cl2N

A 2-piece molecular cluster, C28H28Cl2N overall in a non-equilibrium geometry (ωB97M-V/def2-TZVPD, the Open Molecules 2025 dataset).

```
59
Properties=species:S:1:pos:R:3:forces:R:3
Cl -5.5972 3.3704 2.6778 0.20 -0.07 0.04
C -4.0675 2.5991 2.6841 0.64 -0.60 0.00
C -3.9886 1.1982 2.7364 0.24 0.11 0.02
C -2.7516 0.5685 2.6526 0.14 0.07 -0.27
C -1.5366 1.3056 2.5309 -0.38 0.25 0.00
C -0.2697 0.6424 2.3764 -0.34 0.28 0.69
C 0.9688 1.2947 2.4142 0.45 0.14 -0.26
C 2.1982 0.6758 2.6105 -0.29 0.02 -0.43
C 3.4784 1.3362 2.6492 0.77 0.49 0.26
C 4.6908 0.5840 2.6572 -0.26 0.20 0.00
C 5.9413 1.1963 2.6328 -0.29 0.03 -0.03
C 6.0349 2.5965 2.6256 -0.88 -0.41 -0.04
Cl 7.5676 3.3535 2.5739 -0.07 -0.02 0.02
C 4.8638 3.3735 2.6589 -0.38 -0.51 -0.01
C 3.6117 2.7520 2.6860 0.44 -0.04 -0.14
C -1.6510 2.7238 2.6091 -0.31 0.18 -0.16
C -2.8889 3.3609 2.6461 0.47 -0.26 0.05
H -4.9073 0.6257 2.8244 0.25 -0.01 -0.06
H -2.7012 -0.5179 2.6719 -0.12 0.10 -0.14
H -0.2993 -0.4456 2.2889 0.05 0.15 0.16
H 0.9771 2.3743 2.2617 -0.05 -0.29 0.25
H 2.2281 -0.4095 2.7185 -0.10 0.12 -0.03
H 4.6299 -0.5034 2.6747 0.06 0.20 -0.05
H 6.8557 0.6077 2.6062 -0.26 0.06 0.05
H 4.9528 4.4528 2.6520 -0.09 -0.08 0.07
H 2.7164 3.3679 2.7461 0.29 -0.03 -0.05
H -0.7457 3.3292 2.6314 -0.35 -0.03 -0.11
H -2.9658 4.4437 2.6561 0.11 -0.16 0.02
C -4.8691 -2.0699 0.9005 -0.06 0.23 0.02
C -4.9052 -0.8680 0.1758 -0.04 -0.50 0.26
C -3.8488 -0.5158 -0.6472 0.76 -0.19 -0.01
C -2.6985 -1.3403 -0.7518 -0.70 -0.41 1.03
C -1.6004 -0.9503 -1.5891 1.19 -0.09 -0.72
C -0.5318 -1.7734 -1.8916 -1.13 0.94 0.71
N 0.2228 -1.7173 -2.9984 0.92 0.27 0.07
C 1.3214 -2.6745 -3.1071 0.04 -0.33 -0.09
C 2.4820 -2.1819 -3.9614 -0.05 0.20 0.20
C 2.0076 -1.5819 -5.2795 -0.01 -0.03 -0.03
C 0.9555 -0.5030 -5.0500 0.04 0.19 0.32
C -0.2053 -0.9553 -4.1591 -0.15 0.15 -0.50
C -2.7004 -2.5751 -0.0463 -0.02 0.65 -0.13
C -3.7584 -2.9157 0.7836 -0.17 0.08 0.02
H -5.7132 -2.3512 1.5368 0.32 0.09 -0.24
H -5.7677 -0.2080 0.2591 0.11 -0.17 -0.07
H -3.8746 0.4049 -1.2351 -0.05 -0.21 0.22
H -1.6702 0.0334 -2.0625 -0.26 -0.56 -0.26
H -0.2088 -2.5274 -1.1694 -0.36 -0.17 -0.40
H 1.6776 -2.8732 -2.0878 -0.07 -0.03 -0.28
H 0.9563 -3.6320 -3.5157 -0.05 0.16 0.00
H 3.0370 -1.4261 -3.3912 -0.01 -0.04 -0.12
H 3.1548 -3.0248 -4.1435 -0.01 0.12 0.05
H 2.8612 -1.1390 -5.8001 -0.10 -0.14 -0.07
H 1.6000 -2.3735 -5.9183 0.02 0.04 0.01
H 1.4290 0.3660 -4.5700 -0.01 -0.14 -0.15
H 0.5405 -0.1701 -6.0078 0.08 0.03 0.19
H -0.9161 -1.5424 -4.7717 0.12 -0.02 0.31
H -0.7409 -0.0632 -3.8144 0.13 -0.34 -0.17
H -1.8506 -3.2484 -0.1742 -0.37 0.08 0.16
H -3.7310 -3.8587 1.3337 -0.05 0.26 -0.18
```
Forces are in eV/Å.

Its net charge is +1. The relative energy (zero: lowest compared OMol25 entry of this formula, charge and spin) is 3.21 kcal/mol. Its HOMO energy is -9.0 eV. The molecular weight comes out at 449.44 Da.

***

Entry 4:
# C51H49N8O6PSTi

C51H49N8O6PSTi as an isolated structure in a non-equilibrium geometry (ωB97M-V/def2-TZVPD, the Open Molecules 2025 dataset).

```
117
Properties=species:S:1:pos:R:3:forces:R:3
Ti 0.4108 0.7620 -0.4767 0.41 0.64 -0.17
C 4.0622 2.8649 -1.5289 0.03 0.04 0.07
O 4.8310 1.9411 -0.7559 -0.12 -0.18 -0.09
C 4.3724 1.5244 0.4654 0.12 0.18 -0.04
C 5.3468 1.3288 1.4330 0.00 0.00 0.02
C 5.0193 0.8751 2.7021 -0.05 -0.04 0.01
C 3.6971 0.6005 3.0012 0.03 0.02 0.01
C 2.7064 0.7599 2.0385 -0.09 -0.11 -0.06
C 1.3162 0.3748 2.3940 0.06 -0.12 -0.22
N 0.2095 0.4335 1.4891 0.08 -0.24 0.03
N 0.6987 -0.8763 1.9082 -0.14 -0.19 0.33
C 1.2605 -1.5618 0.8330 0.05 0.13 -0.05
O 1.1691 -0.9799 -0.3462 -0.08 -0.47 0.25
C 1.7742 -2.8700 0.9912 0.04 -0.04 -0.05
C 1.7405 -3.5306 2.2418 -0.07 -0.02 0.01
C 2.2261 -4.8156 2.3666 0.02 -0.02 -0.03
C 2.7698 -5.4886 1.2712 0.00 0.03 -0.01
C 2.8235 -4.8407 0.0368 -0.03 -0.04 0.04
C 2.3377 -3.5578 -0.1098 -0.06 -0.01 -0.04
C 3.0265 1.2367 0.7598 0.05 -0.14 0.13
O 2.0802 1.4344 -0.1527 0.83 0.75 0.18
H 3.8761 3.7773 -0.9540 -0.02 -0.01 0.01
H 3.1137 2.4532 -1.8577 -0.02 -0.04 -0.01
H 4.6822 3.1022 -2.3913 0.02 0.02 0.02
H 6.3721 1.5464 1.1619 0.00 0.02 -0.01
H 5.7914 0.7367 3.4474 0.01 0.00 -0.01
H 3.4133 0.2456 3.9856 0.02 -0.03 0.00
H 1.0848 0.5279 3.4485 -0.01 0.08 0.00
H 1.2988 -3.0220 3.0886 0.00 0.00 0.00
H 2.1795 -5.3109 3.3297 -0.01 0.01 0.01
H 3.1471 -6.4974 1.3795 0.01 0.00 0.00
H 3.2481 -5.3498 -0.8206 0.00 0.01 0.00
H 2.3794 -3.0637 -1.0721 0.02 0.01 0.01
O -2.6590 0.7035 -2.6158 0.09 -0.01 0.10
S -2.8047 1.1586 -1.2504 -0.07 -0.39 -0.15
O -3.3899 2.4578 -1.0630 0.06 0.11 0.12
O -1.5365 1.0210 -0.4445 -1.33 -0.10 -0.40
C -3.9915 -0.0351 -0.6144 0.06 -0.14 -0.03
C -5.3084 0.4203 -0.6558 0.08 0.06 0.12
C -6.3576 -0.4559 -0.4522 -0.02 0.03 -0.01
C -6.0968 -1.7972 -0.2137 -0.09 -0.07 0.02
C -4.7913 -2.2460 -0.1572 0.02 0.02 0.04
C -3.7138 -1.3838 -0.3608 0.05 0.32 -0.06
P -1.9919 -2.0492 -0.1938 -0.08 0.01 0.26
C -2.1107 -3.5035 -1.3019 0.00 0.20 -0.17
C -2.7572 -3.2848 -2.5261 -0.05 -0.07 0.08
C -2.7117 -4.2333 -3.5331 0.06 -0.05 -0.03
C -1.9988 -5.4133 -3.3513 -0.04 0.05 -0.03
C -1.3290 -5.6266 -2.1580 0.00 0.00 0.03
C -1.3753 -4.6766 -1.1443 0.08 0.03 0.02
C -2.2262 -2.6059 1.5509 0.15 0.03 -0.06
C -2.3744 -1.5461 2.4536 0.08 -0.02 -0.07
C -2.5251 -1.7810 3.8061 -0.02 -0.06 0.04
C -2.5137 -3.0852 4.2925 -0.01 0.07 0.00
C -2.3524 -4.1388 3.4110 0.02 -0.04 -0.01
C -2.2097 -3.9021 2.0464 -0.05 -0.01 0.00
H -5.4788 1.4682 -0.8628 -0.05 -0.03 0.01
H -7.3778 -0.0957 -0.4923 0.00 0.01 0.00
H -6.9142 -2.4934 -0.0706 0.01 0.00 0.03
H -4.5915 -3.2914 0.0480 0.00 0.00 0.01
H -3.2823 -2.3500 -2.6923 -0.01 -0.05 -0.02
H -3.2206 -4.0439 -4.4704 0.01 0.00 0.00
H -1.9463 -6.1464 -4.1465 -0.02 -0.02 0.02
H -0.7477 -6.5291 -2.0142 0.00 0.01 0.01
H -0.7921 -4.8445 -0.2496 0.06 0.03 0.07
H -2.3385 -0.5268 2.0836 0.01 0.03 0.01
H -2.6396 -0.9464 4.4871 0.01 0.01 -0.01
H -2.6228 -3.2722 5.3537 0.00 0.00 0.00
H -2.3306 -5.1569 3.7806 -0.01 0.00 -0.01
H -2.0951 -4.7469 1.3843 -0.01 -0.04 -0.07
C 0.7647 -1.1980 -3.1399 -0.09 -0.06 0.10
N 0.3610 0.0711 -2.5440 -0.11 0.22 0.01
C -0.1452 0.9690 -3.3276 0.36 -0.02 -0.14
C -0.1728 2.3267 -2.9304 0.03 0.02 -0.12
C -0.4621 3.4776 -3.6595 0.04 0.11 0.02
C -0.0220 4.5433 -2.8691 0.00 -0.05 -0.03
C 0.5038 3.9729 -1.7049 0.09 0.02 0.10
N 0.4050 2.6366 -1.7256 -0.29 -0.34 -0.16
C 2.1830 -1.0912 -3.6601 -0.04 0.05 0.01
C 2.4577 -1.2475 -5.0125 0.02 -0.04 -0.01
C 3.7519 -1.0943 -5.4969 0.00 -0.01 0.00
C 4.7831 -0.7698 -4.6297 0.00 0.00 0.01
C 4.5159 -0.6023 -3.2753 -0.01 0.00 -0.02
C 3.2270 -0.7641 -2.7941 -0.02 0.01 -0.02
H 0.0903 -1.4622 -3.9607 -0.02 -0.01 0.00
H 0.7022 -1.9719 -2.3763 -0.06 -0.02 -0.01
H -0.4358 0.7171 -4.3476 -0.03 -0.05 0.02
H -0.9185 3.5230 -4.6361 0.01 -0.02 -0.01
H -0.0610 5.5956 -3.1030 0.01 0.00 0.00
H 0.9921 4.4889 -0.8920 -0.06 -0.02 0.07
H 1.6508 -1.4862 -5.6969 0.00 0.00 0.01
H 3.9504 -1.2222 -6.5542 0.00 0.01 0.00
H 5.7900 -0.6400 -5.0070 0.00 0.00 0.00
H 5.3083 -0.3324 -2.5883 0.00 0.01 0.00
H 3.0165 -0.6197 -1.7421 0.02 0.00 0.01
C -1.4423 2.7979 2.8407 0.01 -0.07 0.01
N -0.7400 3.2486 1.6441 0.11 0.21 -0.16
C 0.5357 3.8325 2.0542 -0.05 -0.03 0.09
N 0.3602 4.9686 2.9704 0.01 0.00 0.04
C -0.3716 4.4797 4.1422 -0.02 0.00 -0.01
N -1.6702 3.8950 3.7973 -0.02 0.01 -0.02
C -2.4527 4.9293 3.1109 0.03 -0.01 -0.01
N -1.7846 5.4326 1.9106 -0.04 -0.02 -0.02
C -1.5608 4.2885 1.0097 -0.05 -0.02 0.10
C -0.4808 5.9659 2.3014 -0.02 -0.01 0.02
H -0.8604 2.0110 3.3239 -0.01 0.00 -0.01
H -2.4098 2.3874 2.5426 0.01 -0.05 0.00
H 1.0854 4.1614 1.1726 0.01 0.03 -0.01
H 1.1295 3.0699 2.5636 0.02 -0.01 -0.03
H -0.5376 5.3168 4.8258 0.02 -0.01 0.02
H 0.2355 3.7258 4.6490 0.00 -0.01 -0.01
H -2.6241 5.7595 3.8020 0.01 0.00 0.00
H -3.4164 4.5054 2.8213 -0.01 0.01 0.01
H -1.0776 4.6354 0.1004 0.05 0.02 -0.03
H -2.5207 3.8552 0.7308 0.01 -0.02 -0.02
H -0.6311 6.8088 2.9821 0.01 0.01 -0.01
H 0.0367 6.3233 1.4082 0.00 0.00 0.00
```
Forces are in eV/Å.

Its expectation value of S² is 0.78. Its net charge is -1. Its spin multiplicity is 2. The relative energy (zero: lowest compared OMol25 entry of this formula, charge and spin) is 50.20 kcal/mol. Its HOMO energy (spin up / spin down) is -3.1 / -5.2 eV. The molecular weight comes out at 980.91 Da.

***

> Which of these has the highest molecular weight?

C23H18AlBr3CaCl4F9KO17P2